[1]
Density functional theory data (the ωB97M-V functional and the def2-TZVPD basis) for C27H62I2N5O4P as an isolated structure.

Structure (XYZ):
```
101
Properties=species:S:1:pos:R:3:forces:R:3:lowdin_charge:R:1
I -0.3572 -5.8095 0.4583 0.551 0.184 -0.535 0.86
I -2.9968 -3.6195 -0.6427 0.499 -0.035 -0.279 0.86
P 0.9004 -6.1027 -3.2693 1.407 -0.195 -1.853 0.42
O 0.0716 -7.3795 -2.8463 0.105 0.871 0.344 -0.18
O 0.8738 -4.9016 -2.1669 -0.258 -1.067 0.488 -0.20
O 0.5777 -5.6126 -4.6045 -0.707 0.427 0.002 -0.22
O 2.4290 -6.6274 -3.2275 -2.148 0.987 2.539 -0.17
N -4.8371 1.3122 -1.9579 -0.255 0.028 0.083 -0.20
N 0.5587 0.2190 3.5000 -0.087 -0.038 0.265 -0.20
N 3.3388 -5.4889 -3.2601 2.249 -1.484 -2.021 0.05
N -3.9293 -7.3827 -0.6681 0.018 0.426 -0.194 -0.01
N 3.3242 6.7589 2.9316 0.251 0.019 0.073 -0.20
C 5.6825 -5.8204 -2.8365 0.005 1.701 0.008 -0.02
C -3.9108 1.2409 -3.0719 0.179 -0.063 -0.028 -0.27
C -1.2567 -3.9715 -1.7868 -0.014 -0.010 -0.299 -0.79
C 3.9993 -5.7000 -0.8717 0.174 -1.097 -0.394 -0.02
C -2.1674 -8.0951 -2.2645 0.009 0.683 -0.012 -0.16
C 1.0174 6.1005 3.5633 -0.064 -0.024 -0.048 -0.10
C -1.2259 -3.2188 -3.1008 -0.133 -0.186 0.475 -0.13
C 4.2043 8.9797 2.0092 0.131 0.036 -0.036 -0.09
C 2.5725 1.7336 3.0419 0.091 0.051 0.106 -0.08
C -3.5399 -7.4146 -2.0708 0.235 -0.465 -0.228 -0.29
C 2.7961 6.4029 0.4510 0.091 -0.061 -0.101 -0.08
C 4.2618 -5.6599 -2.3600 -0.526 0.232 0.408 -0.35
C 0.1836 0.0155 2.1144 0.094 -0.010 -0.185 -0.28
C -3.0724 1.4846 -0.1095 -0.028 -0.005 0.159 -0.08
C -0.2596 -4.7714 -1.4015 -0.979 0.189 0.747 -0.85
C -3.3528 -0.1529 -3.3167 0.066 -0.014 0.044 -0.10
C 0.9909 -1.0708 1.4200 0.050 -0.015 -0.048 -0.08
C 1.9616 0.5102 3.7397 0.281 -0.106 -0.130 -0.24
C -0.3885 1.0375 4.2370 -0.244 0.016 0.045 -0.25
C -0.5610 2.4965 3.8020 -0.042 0.106 0.139 -0.08
C 3.3684 5.8805 1.7751 -0.185 -0.267 -0.095 -0.25
C -1.3001 -7.4107 -3.3413 -0.685 -1.452 0.314 -0.18
C -4.7940 3.8567 -1.6687 -0.084 0.083 0.077 -0.09
C 2.0071 7.2287 3.3177 -0.169 -0.052 -0.052 -0.27
C -5.5782 2.5610 -1.9092 -0.154 0.139 -0.128 -0.25
C 4.3406 7.7961 2.9743 0.107 0.163 0.142 -0.25
C -4.3375 0.8295 -0.6807 0.208 -0.240 0.083 -0.24
H 6.1689 -6.5645 -2.2041 -0.084 0.094 0.123 0.09
H -6.1153 2.6631 -2.8579 0.087 -0.075 -0.053 0.11
H 5.7137 -6.1478 -3.8702 -0.131 0.061 -0.011 0.08
H 4.3639 8.1935 3.9943 -0.121 -0.039 0.015 0.11
H -0.6963 2.5965 2.7242 0.025 -0.030 -0.006 0.06
H -6.3610 2.4765 -1.1503 0.080 -0.098 0.068 0.11
H 2.0395 -0.7927 1.3017 -0.001 -0.014 0.010 0.07
H -1.4480 2.9181 4.2804 -0.004 -0.017 -0.004 0.07
H 5.3213 7.3341 2.8299 -0.063 -0.107 -0.072 0.11
H -1.3331 -8.0582 -4.2175 0.379 0.370 -0.249 0.13
H -3.2809 2.4550 0.3390 0.055 0.049 -0.076 0.05
H -3.0690 1.9417 -2.9544 0.035 -0.011 -0.078 0.10
H 3.6622 1.6675 3.0762 -0.007 -0.012 0.000 0.07
H -2.6587 0.8523 0.6799 -0.006 -0.014 -0.019 0.06
H 0.0821 6.5057 3.9524 0.005 0.013 -0.011 0.08
H 6.2208 -4.8684 -2.7480 0.307 -0.232 0.042 0.09
H -2.2855 -9.1556 -2.4881 0.052 0.006 0.041 0.11
H -3.4633 -6.4144 -2.5162 -0.175 0.137 0.350 0.07
H -0.8672 -0.2864 2.0852 -0.030 0.098 0.145 0.11
H 4.4016 5.5619 1.6156 0.058 0.151 0.092 0.11
H 4.8929 9.7736 2.3064 -0.006 -0.010 0.018 0.07
H 2.1039 7.7940 4.2487 0.168 0.053 -0.053 0.12
H 2.2970 2.6656 3.5344 -0.054 0.027 -0.082 0.05
H -5.1389 0.8989 0.0593 -0.084 0.144 -0.108 0.12
H 0.5872 -1.2458 0.4209 -0.009 0.010 0.002 0.07
H -0.1268 1.0131 5.2985 0.145 -0.025 -0.039 0.11
H -3.2703 -7.8543 -0.0708 -0.133 -0.111 0.081 0.04
H -4.4736 3.9522 -0.6322 0.075 -0.020 -0.020 0.05
H -4.4420 1.5454 -3.9779 -0.102 0.126 0.105 0.12
H 2.5437 -0.3689 3.4501 -0.073 -0.014 -0.075 0.10
H -1.3665 0.5483 4.1779 0.043 -0.064 -0.117 0.11
H 2.8386 4.9583 2.0304 -0.053 0.057 0.058 0.09
H 1.4067 5.3914 4.2957 0.056 -0.005 -0.037 0.07
H -1.6670 -6.4244 -3.6131 0.182 0.094 0.112 0.10
H 0.2843 3.1120 4.1063 0.023 0.010 -0.085 0.04
H 3.3041 -4.9149 -0.5837 -0.268 -0.183 -0.187 0.07
H -4.3063 -7.9446 -2.6458 0.090 0.056 -0.110 0.11
H -2.7504 -0.1516 -4.2269 0.008 0.018 0.009 0.08
H 2.1233 0.5974 4.8171 -0.181 0.046 0.020 0.11
H 2.6337 5.5660 -0.2317 -0.004 -0.007 0.019 0.07
H 4.9349 -5.5032 -0.3473 0.015 -0.255 0.007 0.08
H 4.4619 8.7036 0.9876 -0.079 -0.002 -0.020 0.05
H -2.2323 -3.2210 -3.5183 0.061 0.194 -0.082 0.06
H -4.1537 -0.8830 -3.4446 -0.022 0.015 0.076 0.08
H 1.5772 7.9217 2.5775 -0.054 0.018 0.033 0.10
H 3.4794 7.0892 -0.0470 -0.065 0.081 0.022 0.05
H 1.8365 6.9048 0.5822 0.007 0.003 0.034 0.07
H -2.7080 -0.4853 -2.5012 -0.043 -0.027 0.014 0.04
H 0.7791 5.5587 2.6467 -0.001 -0.031 0.026 0.06
H -4.1463 -0.2433 -0.7683 0.029 -0.008 -0.146 0.08
H -5.4342 4.7154 -1.8832 -0.006 -0.017 -0.014 0.07
H -4.8745 -7.6889 -0.5097 0.057 -0.141 0.124 0.06
H 0.2570 0.9428 1.5237 -0.043 -0.026 -0.069 0.10
H 3.1996 9.4034 2.0132 -0.012 -0.030 0.000 0.07
H -0.5473 -3.6740 -3.8194 0.087 0.035 0.071 0.06
H 2.2848 1.7992 1.9913 -0.029 -0.022 0.007 0.07
H -3.9181 3.9362 -2.3133 0.006 -0.030 0.006 0.07
H 3.6178 -6.6906 -0.6047 -0.059 0.181 0.398 0.09
H 0.9400 -2.0104 1.9725 0.015 0.025 0.042 0.08
H -2.2939 1.6120 -0.8634 -0.021 -0.008 -0.024 0.07
H -1.6047 -8.0167 -1.3323 -0.070 -0.007 0.040 0.06
H -0.9197 -2.1945 -2.8792 -0.096 0.064 -0.240 0.08
```
Positions in Å, forces in eV/Å.

orbital gap = 7.952 eV
charge = 0
LUMO energy = -0.113 eV
electronic energy = -70132.60302 eV
2S+1 = 1
highest occupied orbital energy = -8.1 eV

---

[2]
Density functional theory data (the ωB97M-V functional and the def2-TZVPD basis) for C27H63AsF6N9O9 as an isolated structure.

Structure (XYZ):
```
115
Properties=species:S:1:pos:R:3:forces:R:3:lowdin_charge:R:1
As -0.0411 0.0680 -0.2797 0.859 -0.761 -0.071 0.98
F 0.6057 0.0214 1.3768 -0.202 0.312 -0.970 -0.28
F -0.7875 -1.5896 0.0480 0.941 1.830 -0.504 -0.30
F 1.5335 -0.6984 -0.7861 -1.616 0.605 0.619 -0.30
F -1.5244 0.7545 0.4023 1.105 -0.402 -1.311 -0.26
F 0.6421 1.7375 -0.6219 -0.966 -2.307 0.714 -0.29
F -0.6041 -0.0398 -1.9550 0.552 0.277 2.002 -0.26
O 4.0870 1.3958 5.6622 0.579 -0.032 -0.548 0.02
O -3.7863 1.7057 4.3219 0.239 1.745 2.979 0.06
O 1.7946 -4.9176 3.6585 -0.470 -2.765 0.567 0.07
O -4.3222 1.6190 -1.3766 0.259 0.078 0.724 0.04
O 5.3290 0.1329 -1.4803 0.974 -0.209 -0.360 0.02
O -3.7773 -2.7994 4.5694 -1.970 -0.555 0.146 0.05
O -1.0452 2.7914 -6.1126 -0.021 -0.957 1.365 -0.01
O -2.3786 -1.8578 -5.3395 1.418 -1.887 -0.134 -0.01
O 3.1404 -0.2732 -6.0255 -0.766 0.171 0.188 0.02
N -4.3794 3.6440 -0.4388 -0.250 1.995 1.515 0.02
N 4.2723 0.4703 0.4494 0.538 -0.209 -0.564 0.02
N -1.0412 1.2666 -4.3560 -1.153 -0.373 -0.565 0.02
N -2.8055 2.0478 2.2999 0.262 0.839 1.314 0.04
N -1.1049 -3.2737 -4.1256 -0.378 -0.184 0.146 0.02
N 2.1077 2.3634 5.3948 0.209 0.443 0.773 0.00
N -3.5901 -2.9888 2.2814 -1.377 -0.791 -1.167 0.02
N 3.7028 0.1459 -3.8677 -0.723 0.661 0.551 0.03
N 1.5655 -3.2738 2.1564 0.279 0.164 1.415 0.01
C -1.6334 -2.8724 -5.2954 -1.824 2.168 0.203 -0.54
C -0.8312 1.6674 -5.6193 -0.462 0.669 -1.961 -0.53
C 5.3980 -0.7441 -5.3586 -0.909 0.224 1.490 0.00
C -1.7168 2.0006 -3.2912 1.637 0.264 0.411 -0.07
C -4.9190 -3.4378 1.9344 -0.714 1.132 -0.301 -0.07
C 2.3971 0.6303 -3.5405 -0.914 -0.032 1.804 -0.06
C 0.8326 -4.0513 1.2170 0.554 0.806 -1.554 -0.09
C -3.0161 3.9776 -0.5793 2.047 0.600 -1.358 -0.09
C -4.8973 2.4622 -0.6977 -1.063 -1.689 -1.094 -0.57
C 3.9260 -0.2579 -5.0910 2.513 -1.348 -2.905 -0.57
C -0.2091 0.5970 -6.5179 0.198 0.054 0.827 -0.01
C -1.2740 -2.5216 -2.8973 0.400 -0.583 1.150 -0.08
C 3.8481 3.4281 6.8631 -0.729 0.327 -1.375 0.00
C 6.6858 1.1735 0.1943 0.712 0.521 -0.320 0.00
C -1.9004 3.1244 2.7789 0.053 -0.059 -0.960 -0.05
C 1.9087 -3.7697 3.3822 0.010 2.849 -1.062 -0.60
C -6.3457 2.1917 -0.3019 0.069 1.109 0.039 0.00
C -1.2117 -3.5569 -6.5620 0.243 0.059 0.179 0.00
C 1.5299 1.2552 4.6260 -0.483 1.231 -0.291 -0.05
C -3.1940 -2.7211 3.5119 1.603 0.458 0.984 -0.64
C -1.7829 -2.3523 3.6120 2.458 0.274 0.067 -0.01
C 3.3713 2.3582 5.8851 0.262 -1.844 1.219 -0.56
C 3.9799 1.0499 1.7250 2.165 0.297 0.455 -0.09
C -3.5966 1.4065 3.1887 -0.759 -1.781 -1.353 -0.59
C 5.4202 0.5472 -0.3379 -2.761 -0.039 1.052 -0.48
C -4.4152 0.2294 2.6996 0.372 -0.161 -1.484 0.01
C 2.3650 -2.7796 4.4183 1.634 -0.632 0.012 0.00
H 4.3631 0.3972 2.5094 -0.792 -0.242 0.478 0.08
H -2.2843 3.2535 -0.2213 -0.407 -0.255 0.333 0.07
H -2.7731 4.9506 -0.1523 -0.360 -0.116 0.432 0.09
H -5.2735 -4.3796 2.3535 0.760 -0.341 -0.307 0.09
H 5.7209 -1.0731 -4.3709 0.662 0.021 -0.020 0.06
H -5.3349 0.6617 2.3053 -0.180 -0.166 0.034 0.07
H 4.2862 4.1600 6.1844 0.053 0.520 0.314 0.08
H 1.4700 3.0592 5.7543 0.095 -0.182 -0.169 0.13
H -2.1295 4.0683 2.2842 -0.048 -0.033 -0.299 0.06
H 1.5511 -2.6983 5.1387 0.278 0.623 0.001 0.09
H -1.9920 -1.7018 -2.8768 0.296 -0.142 -0.852 0.08
H -4.9478 -3.3412 0.8491 -0.321 -0.762 0.003 0.09
H 1.8422 1.3890 3.5903 -0.297 -0.329 -0.018 0.05
H -0.2511 -4.0037 1.3239 -0.022 -0.376 0.421 0.07
H -1.1479 -2.3648 2.7261 -0.411 0.318 -0.418 0.05
H -2.2170 1.3284 -2.5940 -0.295 0.242 -0.547 0.06
H 1.7599 -2.3194 1.8892 -0.132 -0.074 0.453 0.12
H 1.2438 -5.0544 1.1034 -0.285 0.040 0.122 0.09
H 5.5062 -1.6013 -6.0231 -0.423 0.362 -0.226 0.07
H -6.9044 3.0168 0.1400 0.375 0.489 0.074 0.07
H -2.0506 -3.9034 -7.1656 -0.015 0.184 0.157 0.08
H 2.9199 -1.9070 4.0735 -1.158 0.700 -0.288 0.07
H 0.4686 1.4761 4.7402 -0.168 -0.471 -0.562 0.08
H 1.7015 0.2199 4.9207 0.485 0.372 0.536 0.08
H -1.6129 -3.1714 -2.0905 -0.117 -0.346 -0.059 0.08
H -1.6566 -1.4018 4.1303 -0.072 -0.037 0.028 0.09
H -0.9412 0.2736 -4.2010 -0.085 0.188 -0.023 0.09
H -6.8097 2.0548 -1.2786 -0.334 -0.947 0.352 0.09
H 1.0501 -3.4433 0.3389 -0.414 -0.731 -0.804 0.07
H -4.9282 4.3733 -0.0064 -0.215 -0.597 0.087 0.14
H -0.8429 0.1005 -7.2527 -0.460 0.565 0.092 0.08
H -2.3222 2.8585 -3.5840 -0.028 -0.431 -0.488 0.08
H 7.0554 1.8225 -0.5996 -0.047 -0.052 -0.169 0.08
H -0.8284 2.3613 -2.7727 -0.448 0.725 0.814 0.07
H -3.0452 -2.6198 1.5152 0.186 -0.206 0.285 0.13
H 3.2301 -3.2575 4.8779 -0.346 -0.517 0.646 0.08
H -4.6480 -0.5350 3.4410 0.146 0.539 0.316 0.08
H 0.5996 1.1259 -7.0224 0.189 -0.508 0.007 0.08
H -1.3239 -3.1327 4.2188 -0.023 0.066 0.378 0.09
H 3.4509 -0.0285 0.1386 0.475 -0.191 -1.166 0.10
H -6.4095 1.4210 0.4663 -0.013 -0.519 -0.744 0.06
H 6.7014 1.8014 1.0852 -0.681 -0.300 0.141 0.07
H -0.6773 -4.1825 -4.0192 0.051 0.267 -0.365 0.14
H 2.9784 3.8532 7.3641 0.295 0.231 0.249 0.07
H 2.9240 1.3111 1.7956 0.310 0.036 0.107 0.07
H -0.8727 2.8639 2.5257 0.048 -0.036 -0.068 0.07
H -0.5033 -4.3699 -6.4029 -0.007 0.015 -0.006 0.07
H 2.2526 1.7091 -3.5983 0.145 0.069 -0.562 0.10
H 4.6778 1.8821 1.8175 -0.676 0.696 0.265 0.07
H 4.4290 0.1861 -3.1669 -0.050 -0.190 0.027 0.08
H 7.4776 0.4369 0.3306 -0.249 -0.311 -0.028 0.09
H -3.9186 -0.2721 1.8690 -0.071 -0.022 -0.248 0.07
H 0.1290 -0.2031 -5.8594 0.609 -0.072 -0.329 0.05
H -2.5688 1.5264 1.4679 0.143 0.419 0.187 0.06
H -5.6889 -2.7465 2.2771 0.060 0.415 0.212 0.07
H 5.9930 0.1123 -5.6762 0.051 -0.150 -0.103 0.07
H -0.7118 -2.7287 -7.0643 0.111 -0.264 -0.458 0.08
H 1.5898 0.1009 -4.0466 0.383 0.159 -0.411 0.07
H 2.2329 0.3985 -2.4882 0.057 0.090 -0.024 0.05
H -0.2871 -2.2032 -2.5614 -0.166 0.357 -0.129 0.07
H -2.7345 4.1173 -1.6230 -0.127 -0.168 -0.304 0.08
H -1.9180 3.3928 3.8352 -0.551 -0.877 0.088 0.08
H 4.6388 3.0939 7.5348 -0.405 -0.311 -0.140 0.08
```
Positions in Å, forces in eV/Å.

orbital gap = 8.526 eV
charge = -1
relative energy (zero: lowest compared OMol25 entry of this formula, charge and spin) = 273.60 kJ/mol
LUMO energy = 2.045 eV
electronic energy = -138011.11603 eV
2S+1 = 1
highest occupied orbital energy = -6.5 eV